ORCA calculation (ωB97M-V/def2-TZVPD) on a single C3H4O3 molecule.

```
10
Properties=species:S:1:pos:R:3:forces:R:3
O -2.06884 0.30578 -0.29854 0.4 0.2 0.2
C -0.99757 0.77537 0.00556 -0.3 -0.1 -0.1
H 0.69358 -1.32289 1.28105 0.1 0.0 0.0
C 0.28631 0.06469 -0.39785 0.0 0.1 0.0
H -0.91392 1.72283 0.56633 0.0 -0.1 0.0
H -0.98256 -1.11650 -1.19017 0.1 0.0 -0.1
C 1.06644 -0.37537 0.84330 0.3 0.2 0.2
H 0.91809 0.78360 -0.93977 -0.1 -0.1 0.0
O 2.00933 0.22263 1.29186 -0.5 -0.2 -0.2
O -0.01086 -1.06014 -1.16177 -0.1 0.0 0.0
```
Forces are in eV/Å.

The HOMO energy is -10.3 eV. Its SMILES is O=CC(O)C=O. Its total charge is 0. The HOMO-LUMO gap comes out at 10.33 eV. Its energy above the lowest of the compared OMol25 structures with the same formula, charge and spin is 35.6 kcal per mole. As for the strongest force on any atom: 0.56 eV/Å.